Formula: C36H37MoN4OP
Source: OMol25
Level of theory: the ωB97M-V functional and the def2-TZVPD basis

Structure (XYZ):
```
80
Properties=species:S:1:pos:R:3:forces:R:3:mulliken_spin:R:1
Mo 0.5252 -0.7319 0.7303 0.6 0.3 1.0 2.155
O 1.6782 0.0401 2.4412 -0.3 0.5 0.0 0.039
C 1.0188 0.9000 1.8666 -0.2 -0.5 -0.2 -0.100
C 0.8822 2.3274 1.8596 -0.1 -0.7 -0.6 0.020
C 1.4863 3.1492 2.7924 0.2 0.9 0.4 0.005
C 1.4656 4.5277 2.5636 -0.3 -0.9 -1.3 0.001
C 0.9056 4.9855 1.3609 -0.7 0.7 0.0 0.005
C 0.2241 4.1544 0.4549 0.5 -0.6 1.5 -0.007
C 0.1943 2.7933 0.7182 0.2 -0.3 -0.6 0.036
P -0.6630 1.4593 -0.3213 0.5 1.5 -0.1 -0.097
C -2.3670 2.0246 -0.1399 -0.5 0.3 0.0 -0.021
C -3.0794 2.8026 -1.0622 -0.3 0.1 0.1 0.000
C -4.3580 3.2699 -0.7116 -0.1 -0.1 -0.4 0.001
C -4.9349 3.0245 0.5397 0.5 0.1 -0.3 0.001
C -4.1775 2.3414 1.4821 1.2 -0.3 -1.3 0.006
C -2.9066 1.8212 1.1086 -1.6 0.3 0.8 0.014
C -0.3790 1.8137 -2.1117 0.7 -0.7 0.3 -0.002
C 0.6499 2.6122 -2.6302 -0.6 -0.5 0.1 -0.004
C 0.8497 2.6793 -4.0012 0.4 0.2 -0.1 0.001
C 0.0750 1.9301 -4.8584 -1.1 0.0 0.0 -0.002
C -0.9683 1.1236 -4.3539 -0.2 0.2 -1.1 0.002
C -1.1668 1.0393 -2.9894 -0.7 -0.3 0.5 0.003
H 1.9649 2.6951 3.6586 -0.1 0.2 -0.1 0.000
H 1.9139 5.2387 3.2125 0.3 0.3 0.6 0.000
H 0.8784 6.0682 1.1462 0.2 -0.7 0.2 0.000
H -0.3367 4.5582 -0.3409 -0.3 0.5 -0.9 0.000
H -2.6009 3.0249 -2.0179 -0.5 0.1 0.2 0.000
H -4.9988 3.8222 -1.4041 0.6 -0.1 -0.1 0.000
H -5.9488 3.4170 0.7123 0.7 -0.3 0.2 0.000
H -4.5336 2.1901 2.4622 -0.4 -0.2 1.0 0.000
H -2.3367 1.2587 1.8284 0.1 -0.1 0.4 0.017
H 1.2705 3.2134 -1.9995 0.2 0.2 0.5 0.000
H 1.5977 3.3672 -4.4003 -0.2 -0.3 0.1 0.000
H 0.1474 2.1048 -5.9231 0.2 -0.3 -0.1 0.000
H -1.6892 0.6644 -5.0761 0.9 0.2 0.8 0.000
H -2.0267 0.4331 -2.5863 0.9 0.7 -0.4 -0.001
N 1.9609 -0.3667 -0.8351 -1.4 0.9 -0.8 -0.008
C 3.1887 0.1168 -0.2988 1.8 -0.4 1.3 -0.006
C 3.7632 1.3064 -0.7293 -1.1 0.1 -1.1 -0.011
C 4.9514 1.7536 -0.2106 0.6 0.3 0.8 0.007
C 5.5553 1.0369 0.8363 -0.1 0.6 -0.7 -0.003
C 5.0218 -0.1802 1.2190 0.4 -0.7 0.7 -0.003
C 3.8490 -0.6961 0.6885 -0.5 1.5 -1.9 -0.016
C 3.3504 -2.0536 0.8913 -1.8 0.1 0.2 0.008
C 4.2403 -3.0884 0.9667 1.0 -0.8 0.8 -0.009
C 3.7977 -4.4046 1.1622 1.4 -0.6 -0.3 0.021
C 2.4452 -4.6771 1.1052 0.3 -0.5 0.3 -0.013
C 1.5409 -3.6429 0.9372 -0.8 0.5 0.2 0.008
C 1.9273 -2.3158 0.9141 1.3 0.0 -0.4 -0.145
H 1.5803 0.2588 -1.5621 0.4 -0.1 0.3 0.012
H 2.0577 -1.2747 -1.2575 0.3 -0.6 -0.3 0.012
H 3.3073 1.9115 -1.5432 0.1 -0.7 0.6 0.001
H 5.3566 2.6721 -0.6451 0.1 -0.3 0.5 0.000
H 6.4433 1.4173 1.3362 -0.1 -0.1 -0.3 0.000
H 5.5687 -0.7903 1.9495 -0.3 0.3 -0.2 0.000
H 5.3222 -2.8686 0.9752 -0.7 -0.2 -0.2 0.000
H 4.5919 -5.2075 1.2793 -1.4 1.0 -0.1 0.001
H 2.0784 -5.6821 1.2413 0.0 -0.2 -0.1 -0.001
H 0.4675 -3.8291 0.8743 0.2 -0.4 0.0 0.011
C -1.1687 -2.0350 2.4018 -0.6 0.4 -0.4 0.026
N -1.9601 -2.7176 1.4076 -0.5 -1.0 -0.3 -0.008
C -2.4025 -4.0716 1.8311 1.8 0.4 1.2 0.001
C -1.9152 -2.4240 0.0770 1.0 0.3 0.6 0.005
N -0.8930 -1.7259 -0.4063 0.1 0.1 0.4 0.010
N -2.8590 -2.8388 -0.7433 0.0 -0.6 -0.6 0.012
C -4.2062 -3.2186 -0.2966 0.5 0.9 0.3 0.000
C -2.5485 -3.0756 -2.1823 -0.3 1.2 0.3 0.003
H -1.2360 -0.9435 2.2648 0.5 0.2 -0.3 -0.005
H -0.2163 -2.4835 2.6361 0.9 0.0 -0.5 -0.012
H -1.6634 -2.1179 3.3411 -0.7 0.0 0.9 0.006
H -1.6303 -4.4674 2.5505 -0.6 0.3 -0.8 -0.001
H -2.4305 -4.7283 0.9908 -0.2 -0.4 -0.5 0.001
H -3.3102 -4.0457 2.3970 -0.8 0.0 0.1 0.000
H -1.1116 -1.3697 -1.3135 0.0 0.2 -0.5 0.023
H -4.3621 -2.9748 0.7711 0.1 0.1 -0.8 0.000
H -4.3236 -4.2794 -0.4148 -0.5 -0.4 -0.3 0.000
H -4.8566 -2.5998 -0.9168 -0.5 -0.5 0.2 0.000
H -1.5078 -2.8561 -2.4985 -0.7 -0.4 0.6 -0.001
H -3.2106 -2.4882 -2.8183 0.0 0.3 0.1 0.000
H -2.8097 -4.0774 -2.3836 0.0 -1.3 -0.3 0.001
```
Positions in Å, forces in eV/Å.

As for the net charge: +2. The multiplicity is 3. As for the LUMO energy (alpha / beta): -5.8 / -6.8 eV. Its HOMO energy (alpha / beta) is -13.15 / -13.19 eV. The HOMO-LUMO gap (alpha / beta) is 0.2685 / 0.2360 Ha. The value obtained for the energy above the lowest of the compared OMol25 structures with the same formula, charge and spin is 0.0 kcal per mole.